Entry from the Open Molecules 2025 dataset: a cluster of 2 separate species, C4H11NO in total (ωB97M-V/def2-TZVPD).

LUMO energy in eV: 1.0
Energy above the lowest of the compared OMol25 structures with the same formula, charge and spin in eV: 2.410
SMILES: C=CNCC.O
Orbital gap in eV: 9.119

XYZ file:
```
17
Properties=species:S:1:pos:R:3:forces:R:3:lowdin_charge:R:1
C 0.792867 1.632188 1.664584 0.2 1.6 3.7 -0.062
C 0.540530 0.389154 1.239026 1.3 0.7 -2.6 -0.265
N 0.998363 -0.117627 -0.011981 -3.6 -2.6 3.6 -0.032
C 0.397899 -1.376631 -0.590440 1.2 -0.2 3.6 -0.278
C 0.096142 -1.249259 -2.022342 -1.4 1.0 -0.9 -0.116
H 0.497165 1.934174 2.809735 0.5 -1.0 -3.1 0.094
H 1.501901 2.405187 1.263339 -0.9 -1.2 -0.2 0.052
H -0.079776 -0.281103 1.774577 -0.4 -0.5 0.6 0.087
H 1.518239 0.487240 -0.520433 1.7 1.8 -2.2 0.066
H 1.137627 -2.183513 -0.373573 -0.4 0.4 -0.5 0.106
H -0.492988 -1.707135 0.086921 1.3 0.9 -1.4 0.138
H 0.780007 -0.533367 -2.515172 -0.7 0.3 0.4 0.082
H 0.373219 -2.133989 -2.541333 -0.5 -1.1 -0.4 0.054
H -1.017101 -1.004140 -2.103213 1.7 -0.1 -0.6 0.107
O -2.684352 1.296513 0.372750 -1.1 -0.1 0.9 -0.048
H -1.781770 1.224787 0.137650 1.6 0.0 -0.9 -0.023
H -2.577980 1.217526 1.329898 -0.5 0.1 0.0 0.037
```
Positions in Å, forces in eV/Å.

Entry from the Open Molecules 2025 dataset: a cluster of 2 separate species, H3OS2 in total (ωB97M-V/def2-TZVPD).

LUMO energy in eV: 3.8
Energy above the lowest of the compared OMol25 structures with the same formula, charge and spin in eV: 0.318
Charge: -1
Orbital gap in eV: 6.124

XYZ file:
```
6
Properties=species:S:1:pos:R:3:forces:R:3:lowdin_charge:R:1
O 1.879227 0.235064 0.424981 0.3 0.3 0.3 -0.158
H 1.337493 -0.557069 0.516745 -0.1 0.2 -0.1 -0.056
S -0.928092 0.284936 -1.674233 0.3 0.1 -0.3 -0.430
S -1.136949 -0.686362 0.159454 -0.7 0.1 -0.3 -0.068
H 1.230005 0.936275 0.243653 0.1 -0.5 -0.2 -0.019
H -2.381684 -0.212846 0.329400 0.0 -0.3 0.5 -0.269
```
Positions in Å, forces in eV/Å.

Entry from the Open Molecules 2025 dataset: a cluster of 11 separate species, C11H44N22O11 in total (ωB97M-V/def2-TZVPD).

LUMO energy (spin up / spin down) in eV: 1.7 / 1.6
Energy above the lowest of the compared OMol25 structures with the same formula, charge and spin in eV: 3.403
Spin multiplicity: 2
Charge: -1
Orbital gap (spin up / spin down) in eV: 1.855 / 7.920

XYZ file:
```
88
Properties=species:S:1:pos:R:3:forces:R:3:mulliken_spin:R:1
C 1.175802 2.160197 3.738695 -2.0 -0.9 0.5 5.330
O 0.289293 1.354305 3.487578 -1.4 -1.6 -0.9 -0.679
N 2.112339 2.549446 2.979718 2.9 0.4 -3.5 -0.462
N 1.168544 2.772971 4.876967 -1.1 0.8 3.1 -0.925
H 2.545568 3.399630 3.310789 1.0 0.4 -0.8 -0.698
H 2.162718 2.172200 2.044176 0.4 0.4 -0.2 -0.615
H 1.998718 3.273264 5.160912 -0.2 0.2 0.8 -0.299
H 0.355752 2.467368 5.392779 0.4 0.7 1.0 -0.391
C 2.143816 -3.295669 -2.551043 -3.6 0.4 -4.5 0.030
O 1.368354 -2.382378 -2.934462 1.5 -0.9 0.7 -0.008
N 2.573363 -3.479027 -1.368782 1.5 1.7 5.0 -0.015
N 2.477651 -4.347904 -3.304267 0.2 -0.6 -1.9 -0.004
H 3.257716 -4.197247 -1.179255 0.0 0.6 0.3 -0.003
H 2.632085 -2.557511 -0.959557 0.2 -0.4 1.3 0.006
H 2.942707 -5.093193 -2.805891 -0.2 -0.2 -1.1 0.000
H 2.136024 -4.373131 -4.254401 0.2 -0.5 0.3 0.001
C -0.137985 -0.555710 0.289496 2.0 -2.5 0.0 0.192
O 0.398009 -1.437086 0.902602 1.5 -3.5 1.1 0.054
N -0.318144 -0.498487 -0.986221 -0.4 -1.4 -4.9 -0.120
N -0.410374 0.531747 0.844154 -1.9 4.8 3.1 -0.307
H -0.803478 0.309024 -1.350170 0.1 -1.0 -0.3 -0.027
H 0.164243 -1.178145 -1.556720 -0.4 0.0 -0.4 0.018
H -0.157371 0.533513 1.821946 -0.4 1.3 0.3 0.061
H -0.784051 1.178349 0.164182 -0.1 1.0 1.5 -0.023
C 0.718312 -5.182169 2.491576 -3.1 -1.3 -1.2 -0.002
O -0.459333 -5.491290 2.281514 0.3 0.2 0.2 0.000
N 1.514911 -5.727888 3.354646 1.6 -4.4 5.7 0.001
N 1.494000 -4.444161 1.789192 1.4 3.7 -4.1 -0.003
H 2.320679 -5.294060 3.782007 -0.3 0.3 -0.3 0.000
H 1.188482 -6.552282 3.838308 -0.2 0.5 0.2 0.000
H 2.423101 -4.349440 2.173796 0.0 0.8 -0.9 0.001
H 1.183088 -4.079451 0.900138 0.1 0.6 0.4 0.000
C -4.714592 2.666043 -2.057951 2.4 -1.3 1.1 0.084
O -4.214486 2.377422 -3.106232 2.2 0.0 -4.0 -0.031
N -4.094059 2.734630 -0.930453 2.3 1.2 4.0 -0.024
N -5.954493 2.672865 -1.873946 -8.8 0.7 -0.7 -0.011
H -3.088669 2.739485 -0.834127 -0.4 -0.6 -0.2 0.016
H -4.623052 3.091340 -0.147499 0.5 0.0 0.0 -0.007
H -6.467524 2.668148 -1.003967 0.6 0.1 -0.1 -0.003
H -6.556315 2.700726 -2.684590 0.2 -0.2 0.1 0.000
C 1.120017 -1.598990 5.206735 0.1 -3.8 1.2 0.083
O 1.402688 -2.745076 5.514776 0.9 -1.7 0.3 0.003
N 1.574624 -0.575678 5.821775 2.3 3.8 2.5 -0.063
N 0.227849 -1.311585 4.346996 -3.4 -0.2 -3.3 -0.087
H 2.397453 -0.746993 6.381864 -0.2 0.8 -0.1 -0.019
H 1.214031 0.298440 5.466801 1.0 0.4 0.7 -0.190
H -0.175112 -2.145798 3.944734 -0.3 0.7 -0.6 -0.008
H 0.037337 -0.343481 4.131169 -0.4 -0.4 -0.7 0.022
C -3.241797 -1.058757 -2.824803 2.1 -4.7 2.0 0.002
O -2.933026 -2.218058 -2.761926 0.5 -3.7 -0.7 0.001
N -3.416577 -0.433143 -1.712184 -1.9 4.1 2.4 -0.002
N -3.196928 -0.409560 -3.917276 -0.7 4.0 -5.0 -0.002
H -3.033271 -0.773819 -0.842055 -0.1 0.0 -0.4 0.001
H -3.495396 0.551603 -1.922356 0.2 0.2 1.4 0.005
H -3.585816 0.522569 -3.916043 0.2 0.1 -0.4 0.001
H -2.913112 -0.824849 -4.793104 -0.3 -0.2 0.6 0.000
C 3.755983 -1.905107 3.227767 -2.0 -1.3 -2.9 0.423
O 3.637690 -3.119721 3.353105 0.7 0.1 0.0 -0.076
N 3.198496 -1.150405 2.233329 -0.9 -0.7 -1.5 -0.003
N 4.456243 -1.059280 3.897979 3.6 1.7 4.2 -0.014
H 2.738958 -1.616218 1.463954 -0.8 0.4 0.6 0.036
H 2.986733 -0.197479 2.492543 -0.4 -0.2 -0.7 -0.114
H 5.142117 -1.374467 4.569046 -0.4 0.1 0.1 -0.030
H 4.486884 -0.088329 3.621544 0.3 -0.3 0.2 -0.206
C -1.148434 5.066021 0.568989 0.7 1.4 -0.4 0.627
O -0.851029 6.172717 0.855502 0.5 4.3 1.7 -0.139
N -0.634396 4.022287 1.135583 1.1 -5.4 1.7 -0.433
N -1.886978 4.830086 -0.491233 -2.3 -1.4 -2.6 -0.081
H -0.886690 3.119752 0.758909 -0.1 0.1 0.0 -0.080
H -0.343043 3.859675 2.088881 0.2 1.2 0.0 0.134
H -1.885592 3.884790 -0.846929 -0.2 0.8 -0.1 -0.045
H -2.264277 5.598186 -1.027673 0.4 -0.3 0.2 -0.006
C 0.790594 -0.110959 -5.520409 3.8 0.1 3.7 0.038
O 1.827500 0.274067 -4.921188 -1.4 -0.4 -0.9 -0.024
N 0.047962 -1.119611 -5.166276 -1.7 -3.0 1.0 -0.004
N 0.294005 0.526920 -6.536856 -0.6 2.2 -2.9 -0.005
H 0.236186 -1.685536 -4.351164 0.5 -0.1 0.1 0.000
H -0.669028 -1.441731 -5.800508 0.2 -0.1 0.4 0.000
H -0.672135 0.283611 -6.702601 0.1 1.1 -0.4 -0.003
H 0.671603 1.461718 -6.476191 -0.7 0.3 -0.9 0.001
C -0.893751 2.360918 -2.100065 1.8 -0.9 -1.5 0.273
O -1.534572 1.942999 -1.196107 -2.9 -1.4 4.8 -0.055
N 0.325465 2.046934 -2.366228 4.1 -1.1 1.0 0.037
N -1.391493 3.025216 -3.041388 -2.1 3.9 -4.0 -0.066
H 0.776494 2.511081 -3.141628 0.7 -0.8 0.5 -0.024
H 0.785569 1.493706 -1.657463 0.8 0.1 -0.5 -0.018
H -2.397340 3.079458 -3.115116 -0.2 0.2 -0.8 -0.007
H -0.644040 3.285434 -3.668849 -1.6 0.7 -0.9 -0.018
```
Positions in Å, forces in eV/Å.

Entry from the Open Molecules 2025 dataset: an isolated molecule of C3H4O3 (ωB97M-V/def2-TZVPD).

LUMO energy in eV: 0.8
Energy above the lowest of the compared OMol25 structures with the same formula, charge and spin in eV: 1.216
SMILES: O=C1COCO1
Orbital gap in eV: 11.338

XYZ file:
```
10
Properties=species:S:1:pos:R:3:forces:R:3:lowdin_charge:R:1
O 2.297284 -0.288889 -0.026983 0.3 -0.5 -0.1 0.134
C 1.108136 -0.216524 -0.104060 0.9 0.1 -0.3 -0.510
C 0.367680 1.079852 -0.065342 -2.2 -1.8 2.4 -0.012
O -1.038073 0.612616 -0.174737 0.6 1.0 -0.4 -0.090
C -1.091761 -0.761522 0.049775 1.2 -0.8 -1.7 -0.157
O 0.269651 -1.260558 -0.189479 -0.5 0.4 0.8 0.065
H 0.644753 1.786498 -0.823430 -0.1 0.3 -0.2 0.134
H 0.520939 1.395212 1.012905 -0.1 0.5 -1.4 0.161
H -1.427577 -1.019582 1.046639 0.2 0.0 0.4 0.130
H -1.651032 -1.327102 -0.725286 -0.3 0.8 0.5 0.145
```
Positions in Å, forces in eV/Å.

Which of these has the lowest energy above the lowest of the compared OMol25 structures with the same formula, charge and spin? H3OS2

The highest energy above the lowest of the compared OMol25 structures with the same formula, charge and spin belongs to which entry? C11H44N22O11

energy above the lowest of the compared OMol25 structures with the same formula, charge and spin of number 1 (C4H11NO)? 2.410 eV

Among the records above, which one has the highest energy above the lowest of the compared OMol25 structures with the same formula, charge and spin? C11H44N22O11